Computed, not measured: the molecule C24H25N5O4S in a non-equilibrium geometry, with ωB97M-V/def2-TZVPD.

Structure (XYZ):
```
59
Properties=species:S:1:pos:R:3:forces:R:3:mulliken_charge:R:1
N -2.41743 -0.37698 -1.22257 -0.254 -0.471 -0.331 -0.426
C -1.34944 0.10052 -0.72973 0.280 -0.014 -0.539 -0.296
C -1.43631 0.82299 0.51046 -0.524 0.133 0.681 0.059
C -0.40198 1.49908 1.03896 -0.267 0.014 -0.017 -1.154
C 0.85024 1.48087 0.36907 0.106 -0.158 -0.247 0.716
C 1.00227 0.65449 -0.75488 0.515 0.710 0.485 0.609
N 2.18731 0.49745 -1.37046 -0.203 -0.290 -0.197 -0.333
C 3.24088 1.11022 -0.89685 -0.085 0.086 0.098 0.330
N 3.19959 1.95367 0.19245 -0.053 -0.355 -0.411 0.135
C 4.32132 2.56919 0.64979 0.723 0.388 0.264 -0.293
C 5.52826 2.38554 0.06008 -0.257 0.087 0.193 -0.676
C 5.61890 1.53284 -1.06275 -0.339 -0.162 -0.107 -0.303
C 4.50038 0.91431 -1.52602 0.430 0.145 0.071 -0.820
H 4.51472 0.25625 -2.37887 -0.034 -0.058 -0.066 0.466
H 6.57287 1.38059 -1.54312 0.068 -0.050 -0.082 0.427
H 6.40143 2.88567 0.44331 0.018 0.078 0.099 0.420
H 4.15620 3.20416 1.50927 -0.027 -0.043 -0.052 0.466
C 1.96214 2.20779 0.89328 -0.443 -0.048 -0.072 0.331
O 1.97093 2.98936 1.81857 -0.002 -0.013 0.139 -0.684
N -0.06270 0.00482 -1.28669 -0.212 0.157 -0.068 -0.007
C 0.15486 -0.92373 -2.38097 -0.103 -0.432 -0.324 -1.453
H 1.14346 -0.70744 -2.78591 -0.266 -0.046 -0.055 0.518
C 0.08675 -2.38288 -1.92026 0.187 0.183 0.159 -0.462
H 0.18324 -3.02164 -2.80074 -0.074 -0.009 0.002 0.485
H -0.88126 -2.58652 -1.46234 -0.061 -0.084 -0.078 0.372
C 1.20844 -2.74474 -0.94636 -0.091 -0.090 -0.109 -1.302
N 1.13989 -2.02056 0.30810 0.184 -0.096 0.061 1.039
C 2.37583 -2.11672 1.05915 -0.052 -0.018 0.061 -0.980
H 3.20879 -1.85984 0.40004 -0.003 -0.071 0.023 0.336
C 2.32389 -1.13024 2.24401 0.216 -0.052 0.080 -0.503
O 1.02336 -0.65753 2.47259 -0.010 0.153 0.118 -0.335
C 0.09819 -1.71774 2.50677 -0.153 -0.151 0.141 -0.726
C 0.02142 -2.43232 1.14330 -0.076 0.119 -0.013 -0.803
H -0.91293 -2.15399 0.65560 -0.039 -0.109 -0.008 0.270
H 0.02245 -3.52831 1.29260 -0.024 0.053 -0.032 0.601
H 0.38490 -2.42765 3.29792 -0.053 0.064 -0.042 0.244
H -0.86788 -1.27727 2.75540 0.096 -0.154 0.036 0.283
H 2.71342 -1.62036 3.15156 -0.012 0.106 -0.098 0.382
H 2.92970 -0.24302 2.04741 0.032 -0.060 0.006 0.195
H 2.54073 -3.14638 1.42875 0.022 0.035 -0.065 0.476
H 1.18813 -3.83839 -0.77666 0.084 0.060 -0.008 0.466
H 2.16453 -2.49382 -1.41480 0.011 -0.070 0.007 0.367
H -0.59494 -0.73824 -3.15743 0.122 0.059 0.059 0.487
H -0.50052 2.02444 1.97556 -0.026 0.094 0.136 0.590
S -2.95811 0.57564 1.42500 0.105 0.055 0.179 1.802
O -3.02645 -0.81932 1.78460 -0.179 -0.056 -0.327 -0.762
O -2.97814 1.52779 2.50551 0.137 0.276 -0.198 -0.834
C -4.29273 0.98279 0.29960 0.328 0.065 0.336 0.162
C -4.32026 2.25641 -0.23186 0.015 0.072 0.085 -0.425
C -5.35043 2.60718 -1.08814 0.023 0.021 -0.016 -0.678
C -6.33762 1.68327 -1.39386 -0.012 0.044 -0.060 -0.368
C -6.30082 0.41024 -0.84690 0.025 -0.020 0.101 -0.663
C -5.27065 0.05519 0.00766 0.006 -0.118 0.136 -0.099
H -5.19969 -0.92573 0.44862 -0.025 -0.169 -0.017 0.464
H -7.07475 -0.30343 -1.08732 -0.046 -0.068 0.000 0.390
H -7.14142 1.95889 -2.06097 -0.057 0.017 -0.051 0.380
H -5.38651 3.59888 -1.51430 0.010 0.073 -0.018 0.389
H -3.54373 2.95666 0.03518 0.071 0.161 -0.023 0.421
H -2.33268 -0.89242 -2.08939 0.244 0.028 -0.026 0.305
```
Forces are in eV/Å.

The HOMO energy is -8.09 eV. As for the SMILES: [H]/N=c1/c(S(=O)(=O)c2ccccc2)cc2c(=O)n3ccccc3nc2n1CCCN1CCOCC1. The value obtained for the maximum force is 1.00 eV/Å. The energy relative to the best compared isomer or geometry (same formula, charge and spin) is 59.1 kcal per mole. The net charge is 0. The calculation puts the HOMO-LUMO gap at 7.59 eV.

=====

Computed, not measured: the molecule C24H25NO2, with ωB97M-V/def2-TZVPD.

Structure (XYZ):
```
52
Properties=species:S:1:pos:R:3:forces:R:3:mulliken_charge:R:1
C 3.28734 1.89399 1.84207 -0.044 -0.065 -0.011 -1.556
C 1.86668 1.64795 2.24407 0.079 -0.214 -0.156 0.691
C 1.17019 2.53088 3.04804 -0.090 -0.085 -0.037 -0.622
C -0.14286 2.27694 3.40736 -0.112 0.146 0.081 -1.031
C -0.75950 1.12740 2.95634 0.084 0.016 -0.036 -0.446
C -0.09209 0.21658 2.14383 -0.056 -0.153 0.146 -0.026
C 1.23214 0.48360 1.78419 -0.104 0.284 0.353 1.421
O 1.97750 -0.31905 0.98502 0.033 0.102 -0.083 -0.753
H 1.47240 -1.08960 0.68930 0.136 -0.012 0.047 0.339
C -0.84250 -1.00783 1.65272 -0.090 0.197 -0.104 0.917
C 0.00062 -2.26233 1.76512 -0.144 -0.212 0.062 -1.048
C 0.29927 -3.10341 0.69925 -0.146 0.062 0.010 0.554
C 1.06178 -4.24324 0.90199 0.124 -0.154 0.057 -1.111
C 1.53536 -4.55809 2.16207 0.052 -0.091 -0.108 -0.391
C 1.24487 -3.72347 3.22914 -0.035 0.058 0.113 -0.819
C 0.48257 -2.58914 3.03140 0.044 -0.050 -0.026 -0.502
H 0.25627 -1.93889 3.86511 -0.009 0.071 0.081 0.398
H 1.61084 -3.95877 4.21774 0.027 -0.023 0.081 0.386
H 2.12881 -5.44729 2.31434 0.054 -0.070 0.006 0.395
H 1.28509 -4.88536 0.06305 0.028 -0.057 -0.072 0.414
H -0.03718 -2.87329 -0.29943 -0.066 0.076 -0.087 0.419
C -1.47107 -0.74125 0.26509 0.072 -0.224 0.048 -2.077
C -0.48028 -0.23798 -0.77261 -0.454 0.164 0.284 0.481
O 0.07069 -0.96726 -1.57368 0.206 -0.337 -0.274 -0.682
N -0.24810 1.08925 -0.70715 -0.028 0.368 -0.091 0.397
H -0.74812 1.65070 -0.03654 0.011 -0.163 0.060 0.320
C 0.62020 1.77167 -1.63327 0.121 0.114 -0.123 -0.803
H 1.20092 0.99813 -2.14058 0.026 0.137 0.082 0.380
H 1.29458 2.42966 -1.07723 0.032 -0.074 -0.043 0.419
C -0.18803 2.57855 -2.66313 0.095 -0.282 0.112 -1.298
C -1.12258 1.65716 -3.39419 -0.010 0.202 -0.049 0.541
C -2.42343 1.47046 -2.94678 0.003 0.048 -0.027 -0.118
C -3.26041 0.56165 -3.56956 -0.111 -0.058 0.041 -0.703
C -2.80384 -0.17350 -4.64901 -0.066 -0.084 -0.045 -0.436
C -1.50897 0.00784 -5.10402 0.036 -0.062 -0.074 -0.641
C -0.67427 0.91526 -4.47877 -0.050 0.044 0.018 -0.280
H 0.33874 1.04694 -4.83082 0.127 0.011 -0.039 0.390
H -1.14674 -0.56511 -5.94488 0.029 -0.045 -0.069 0.381
H -3.45453 -0.88685 -5.13303 -0.048 -0.050 -0.044 0.391
H -4.26978 0.42470 -3.20852 -0.079 -0.006 0.015 0.396
H -2.78703 2.04370 -2.10430 -0.016 0.069 0.062 0.366
H -0.75160 3.35964 -2.14756 0.023 0.056 -0.044 0.391
H 0.50691 3.05242 -3.35756 -0.009 0.086 0.004 0.463
H -1.92686 -1.65936 -0.10741 -0.009 0.082 -0.076 0.557
H -2.25763 0.00614 0.38959 -0.005 -0.030 0.023 0.422
H -1.68831 -1.15408 2.33849 0.130 0.062 -0.102 0.825
H -1.78318 0.92321 3.23891 -0.105 -0.061 0.024 0.446
H -0.67946 2.96940 4.03796 -0.047 0.060 0.064 0.416
H 1.66179 3.42678 3.39810 0.081 0.088 0.021 0.400
H 3.62190 2.87360 2.17285 0.038 0.056 0.015 0.388
H 3.38848 1.81963 0.76068 0.112 0.026 -0.067 0.293
H 3.93236 1.13131 2.27624 0.134 -0.020 -0.024 0.344
```
Forces are in eV/Å.

The HOMO energy is -8.34 eV. As for the SMILES: Cc1cccc([C@@H](CC(=O)NCCc2ccccc2)c2ccccc2)c1O. The value obtained for the maximum force is 0.56 eV/Å. The energy relative to the best compared isomer or geometry (same formula, charge and spin) is 1.7 kcal per mole. The net charge is 0. The calculation puts the HOMO-LUMO gap at 8.97 eV.

=====

Computed, not measured: C24H26AuClF2N4O2 as an isolated structure, with ωB97M-V/def2-TZVPD.

Structure (XYZ):
```
60
Properties=species:S:1:pos:R:3:forces:R:3:mulliken_charge:R:1
Au -0.29588 -0.44959 -0.11419 0.681 -0.040 -0.436 1.117
N -0.55374 4.04469 0.17029 0.108 -0.172 -0.031 -0.604
C 0.15490 4.46741 -1.06195 0.081 -0.046 -0.054 0.092
C -0.23331 3.58797 -2.24980 -0.247 -0.182 0.106 -1.817
C 0.29540 2.14189 -2.27072 0.516 0.384 0.182 0.389
N -0.59203 1.15224 -1.54323 -0.409 -0.417 0.642 -0.546
C 1.78268 2.11474 -1.87150 -0.255 -0.285 0.326 -0.927
C 2.16305 2.96798 -0.66082 -0.072 0.249 -0.502 -0.328
N 1.56351 2.39971 0.60986 -0.144 0.150 -0.127 0.027
C 1.66830 4.40420 -0.83387 -0.115 -0.022 0.307 -1.306
H -1.53055 3.86897 -0.04165 -0.036 0.158 0.027 0.281
H -0.54882 4.79768 0.85389 -0.010 -0.007 -0.002 0.245
H 0.59151 2.85267 0.68804 0.123 -0.131 0.064 0.406
H -0.11822 5.49501 -1.30744 0.035 0.008 -0.088 0.420
H 0.17379 4.07234 -3.13916 -0.068 -0.025 -0.055 0.513
H -1.32139 3.58736 -2.37267 0.017 0.047 -0.088 0.480
H 0.25606 1.81648 -3.31009 -0.033 -0.094 0.019 0.483
H -0.73484 0.37326 -2.22432 -0.028 0.180 -0.286 0.536
H -1.50893 1.55905 -1.37876 0.056 0.121 0.028 0.352
H 2.34223 2.51044 -2.72018 0.046 -0.008 0.016 0.550
H 2.11728 1.08706 -1.72515 0.040 -0.010 -0.072 0.149
H 3.24526 2.95737 -0.54564 0.003 -0.077 0.042 0.499
H 2.12890 2.63110 1.42577 -0.053 0.037 0.039 0.433
H 1.47497 1.38638 0.55160 0.108 -0.026 0.096 0.077
H 2.16999 4.83333 -1.70125 0.081 0.012 0.042 0.505
H 1.94739 5.01092 0.03237 0.021 0.046 -0.047 0.446
F -3.34064 2.64305 2.99527 -0.005 -0.010 0.027 -0.282
C -2.86097 1.42692 2.75602 0.053 -0.110 -0.030 0.335
C -2.03301 1.25530 1.65055 -0.154 0.019 -0.047 -0.334
C -1.53298 -0.00012 1.40052 -0.151 0.360 -0.352 0.192
C -1.81747 -1.08819 2.22882 0.014 -0.087 0.011 -0.813
C -2.66522 -0.86167 3.30749 0.017 0.074 0.120 0.278
F -2.97177 -1.86399 4.12677 0.016 -0.022 -0.032 -0.289
C -3.19277 0.38466 3.59365 -0.039 0.029 0.028 -0.755
C -1.14289 -2.33469 1.89186 0.050 -0.221 -0.028 1.047
C -1.29703 -3.57328 2.48715 0.000 -0.143 0.019 -0.690
C -0.54819 -4.64928 2.03084 0.022 0.003 -0.007 -0.337
C 0.35322 -4.48360 0.98985 -0.034 0.018 0.057 -0.915
C 0.46766 -3.23863 0.41206 0.061 -0.045 0.031 -0.039
N -0.26366 -2.20925 0.85937 -0.131 0.215 0.181 -0.144
H -1.82539 2.10120 1.01663 0.021 0.022 0.012 0.311
H -3.83418 0.52603 4.45253 -0.015 0.007 -0.018 0.532
H -2.00342 -3.70816 3.29017 0.010 0.068 0.012 0.530
H -0.67308 -5.61890 2.49416 0.005 0.001 -0.001 0.469
H 0.95915 -5.29852 0.62266 -0.015 -0.006 -0.008 0.478
H 1.14616 -3.03038 -0.40241 -0.029 0.010 0.005 0.597
Cl 5.60827 -2.38610 -6.22636 -0.027 0.034 0.014 -0.161
C 4.28826 -2.05747 -5.17144 0.031 -0.013 -0.008 0.385
C 4.54172 -1.62263 -3.87701 0.019 0.003 0.117 -1.022
C 3.47976 -1.37716 -3.02504 0.039 -0.024 -0.086 -0.006
C 2.17009 -1.53399 -3.47698 -0.002 -0.026 0.115 0.542
C 1.92869 -1.98128 -4.77417 0.066 0.153 -0.078 -0.331
C 2.98833 -2.24069 -5.62370 -0.104 -0.059 -0.048 -0.754
C 1.02183 -1.17187 -2.61927 0.162 -0.145 -0.035 0.510
O -0.09981 -0.97210 -3.08736 -0.117 0.006 0.134 -0.786
O 1.28206 -1.03889 -1.33338 -0.228 0.077 -0.250 -0.804
H 5.56156 -1.48231 -3.54701 0.002 -0.043 -0.007 0.425
H 3.66817 -1.06054 -2.00787 0.004 0.021 -0.008 0.435
H 0.91011 -2.10883 -5.11392 -0.001 0.019 -0.005 0.481
H 2.81396 -2.57535 -6.63669 0.016 -0.039 0.016 0.442
```
Forces are in eV/Å.

The HOMO energy is -13.56 eV. The value obtained for the maximum force is 0.87 eV/Å. The energy relative to the best compared isomer or geometry (same formula, charge and spin) is 0.0 kcal per mole. The net charge is +2. The calculation puts the HOMO-LUMO gap at 6.65 eV.

=====

Computed, not measured: C24H26B2CrF4N10O4 as an isolated structure, with ωB97M-V/def2-TZVPD.

Structure (XYZ):
```
71
Properties=species:S:1:pos:R:3:forces:R:3:mulliken_spin:R:1
Cr -0.10342 -1.75814 0.04419 -0.014 0.108 0.018 3.258
C -3.97410 -1.08143 -1.49998 0.016 -0.008 0.062 -0.002
C -2.55561 -1.43304 -1.23302 -0.079 0.023 0.138 0.068
N -2.07714 -1.68714 -0.06175 0.035 0.016 -0.038 -0.117
O -2.81467 -1.57934 1.05323 0.015 0.010 -0.029 0.008
B -2.22021 -2.25433 2.30523 0.040 -0.156 -0.026 0.008
F -1.89653 -3.57131 1.95454 -0.001 0.050 -0.121 0.010
F -3.13232 -2.09541 3.27089 0.000 0.005 0.017 0.001
O -0.92768 -1.60769 2.82450 0.034 0.053 -0.001 0.005
N 0.13109 -1.69410 2.00919 0.028 0.054 -0.014 -0.103
C 1.32615 -1.43103 2.41729 -0.117 -0.006 0.060 0.056
C 1.67407 -1.11914 3.82647 -0.050 0.004 0.021 -0.004
C 2.34486 -1.37909 1.31310 0.063 -0.022 -0.162 0.061
N 1.86976 -1.66135 0.14577 -0.070 -0.012 0.196 -0.147
O 2.62012 -1.53828 -0.95618 0.034 0.036 -0.089 0.013
B 2.03257 -2.19522 -2.21933 0.053 0.103 -0.038 0.011
F 2.94578 -2.01571 -3.18119 -0.022 -0.055 0.008 0.001
F 1.74271 -3.52921 -1.87705 0.114 -0.051 -0.161 0.011
O 0.73529 -1.57335 -2.73239 0.049 0.050 -0.038 0.006
N -0.32518 -1.67490 -1.91987 -0.133 -0.019 0.065 -0.101
C -1.52476 -1.43492 -2.32899 0.137 -0.042 -0.070 0.050
C -1.88066 -1.10149 -3.73087 0.059 -0.009 -0.012 -0.003
C 3.75412 -0.95342 1.51719 -0.014 -0.028 -0.044 0.003
H -4.57105 -1.21042 -0.60138 0.002 0.003 -0.009 -0.001
H -4.37890 -1.69525 -2.30475 -0.003 -0.012 -0.005 0.003
H -4.04268 -0.04030 -1.82430 0.000 0.008 0.002 0.003
H 0.82713 -1.32471 4.47536 0.010 0.006 -0.004 -0.001
H 1.94162 -0.06378 3.92069 -0.004 0.006 0.005 0.003
H 2.53575 -1.70379 4.14916 0.006 -0.009 0.000 0.003
H -1.03455 -1.28142 -4.38803 -0.006 0.005 -0.003 -0.001
H -2.16064 -0.04730 -3.80015 0.003 0.008 -0.002 0.003
H -2.73817 -1.68662 -4.06168 -0.006 -0.011 -0.004 0.003
H 3.96403 -0.71124 2.55327 -0.001 0.005 0.016 0.000
H 3.96087 -0.08484 0.88819 0.002 0.006 0.004 0.003
H 4.43567 -1.73817 1.18331 0.006 0.001 -0.016 0.003
N -0.77849 5.40404 0.83120 0.036 0.030 -0.020 0.000
C -0.45019 6.68478 0.44798 0.036 0.046 -0.019 0.003
C -0.83984 7.93606 0.92270 0.012 0.104 -0.032 -0.002
C -0.29282 9.02714 0.28260 -0.058 -0.085 0.080 0.003
C 0.61157 8.89061 -0.79119 0.021 -0.059 -0.038 0.000
C 0.99454 7.65611 -1.25587 -0.045 0.004 0.053 0.001
C 0.45094 6.53145 -0.61897 -0.035 0.079 0.044 0.002
N 0.65960 5.19880 -0.86647 0.000 -0.149 -0.001 0.005
C -0.07850 4.56091 0.00761 0.032 0.017 -0.061 0.000
C -0.12531 3.11066 0.06129 0.005 0.009 0.001 0.005
C -0.90834 2.38044 0.95766 0.015 -0.068 -0.011 0.002
C -0.87699 1.00362 0.92751 -0.010 0.046 -0.036 0.045
N -0.11797 0.30916 0.05828 -0.048 0.072 0.050 -0.152
C 0.63855 1.01350 -0.81293 0.034 0.058 -0.001 0.043
C 0.66118 2.38419 -0.83967 0.008 -0.072 -0.003 0.003
H -1.39029 5.15633 1.58799 -0.016 0.003 0.003 0.000
H -1.53258 8.04964 1.74512 -0.004 0.016 0.006 0.000
H -0.56134 10.02174 0.61118 -0.015 0.000 0.014 0.000
H 1.00646 9.78438 -1.25332 0.010 0.005 -0.009 0.000
H 1.68693 7.54250 -2.07784 0.007 -0.006 -0.007 0.000
H -1.54989 2.85891 1.68389 -0.003 0.005 0.009 0.000
H -1.48208 0.43227 1.61557 -0.023 -0.029 0.039 -0.010
H 1.24522 0.44639 -1.50285 0.019 -0.015 -0.037 -0.006
H 1.28139 2.91235 -1.54936 0.003 0.001 -0.009 0.000
N 2.21508 -6.69696 0.18236 -0.123 0.052 -0.021 0.355
C 1.09191 -6.02474 0.02931 0.052 -0.074 -0.028 0.094
C 1.05284 -4.60469 0.20194 -0.036 0.188 0.099 0.268
N -0.05808 -3.92316 -0.03688 -0.089 -0.193 0.122 -0.168
C -1.12980 -4.62553 -0.40438 0.126 0.167 0.069 0.254
C -1.09330 -6.04549 -0.51166 0.024 -0.154 -0.017 0.079
N -0.01166 -6.73127 -0.30864 -0.076 -0.173 -0.035 0.056
H 3.09813 -6.24998 0.39373 -0.020 0.010 0.002 -0.011
H 2.20427 -7.70308 0.03919 -0.013 0.007 0.002 -0.012
H 1.93251 -4.06603 0.52103 0.003 0.024 0.013 -0.020
H -2.03919 -4.09074 -0.62599 -0.035 0.054 0.049 0.048
H -1.99778 -6.57744 -0.78275 0.019 -0.043 0.006 0.002
```
Forces are in eV/Å.

The HOMO energy (alpha / beta) is -12.44 / -12.44 eV. The expectation value of S² is 6.0647. The value obtained for the maximum force is 0.24 eV/Å. The net charge is +2. The multiplicity is 5. The calculation puts the HOMO-LUMO gap (alpha / beta) at 5.34 / 2.44 eV.